(1)
16
Properties=species:S:1:pos:R:3:forces:R:3:nbo_charge:R:1 method="wB97M-V/def2-TZVPD" smiles="C=CSC(=S)[C@H](C)O" total_charge=0
C 1.17317 -0.05630 -1.36150 3.5560 2.2269 1.2549 -0.62
C -0.22428 0.35714 -1.18172 -1.4266 -2.0743 1.4577 0.01
C -0.21059 1.37513 -0.00333 -0.7173 -1.6377 -0.1487 -0.32
C 0.08760 -0.88028 1.77135 -1.8766 0.7448 0.4295 -0.39
C -1.00672 -1.46632 2.25727 -1.5685 -0.2350 1.9552 -0.35
H 1.40584 -0.75093 -2.13688 -0.1333 -0.1809 -0.8104 0.23
H 1.60616 -0.47422 -0.43118 -0.5993 -0.1454 -0.2923 0.21
H 1.80929 0.90987 -1.38464 -0.6276 -1.4341 -0.8491 0.21
H -0.69573 -0.61804 -0.87699 -0.3951 1.1570 0.0613 0.20
H -0.59100 1.64724 -2.49527 0.1999 1.3516 -0.4681 0.47
H 1.02859 -1.34194 1.58148 0.4097 -0.2311 -0.4497 0.23
H -1.19920 -2.56662 2.50620 0.7576 1.6255 -0.5467 0.22
H -1.81470 -0.73942 2.70305 1.2646 -1.6913 -1.3844 0.21
O -0.89504 0.76586 -2.34383 0.1767 -0.7308 0.7903 -0.68
S -0.31119 2.92983 -0.29836 -0.0511 1.5855 -0.4041 0.04
S -0.16219 0.90901 1.69434 1.0309 -0.3308 -0.5954 0.34

(2)
16
Properties=species:S:1:pos:R:3:forces:R:3:nbo_charge:R:1 method="wB97M-V/def2-TZVPD" smiles="C[C@H](O)CC(=S)C=S" total_charge=0
C 0.63267 0.03528 -1.79231 1.9729 0.5896 0.9448 -0.65
C -0.58080 0.10415 -0.88785 -1.2043 -2.1044 0.1537 0.12
C -0.25785 0.61062 0.57959 -0.5329 -1.6396 -1.2850 -0.51
C 0.59425 -0.38784 1.31195 1.2231 1.3527 -0.6173 -0.13
C 0.04731 -1.17849 2.38652 -1.7151 -0.1734 -0.0599 -0.34
H 1.43182 -0.71307 -1.49329 -1.3471 0.5689 -0.4571 0.23
H 1.16344 0.99984 -1.55729 -0.2347 -0.5573 -0.9178 0.20
H 0.39863 -0.06296 -2.86057 -0.1247 0.0695 0.4742 0.23
H -1.11871 -0.89760 -0.89613 0.8021 0.9468 0.4806 0.18
H -1.23205 1.82622 -1.43771 0.0420 0.5437 -0.1575 0.46
H -1.19408 0.80992 1.09911 0.0717 0.0261 -0.1141 0.25
H 0.30525 1.49192 0.36825 0.4601 0.8420 0.3865 0.22
H 0.71548 -1.64591 3.04878 1.1675 -0.5389 0.5895 0.22
O -1.56469 0.93074 -1.46158 -0.2386 0.2689 0.0776 -0.70
S 2.19035 -0.50088 0.95727 -0.3577 -0.2640 0.5816 0.10
S -1.53103 -1.42192 2.63528 0.0158 0.0695 -0.0798 0.13

(3)
15
Properties=species:S:1:pos:R:3:forces:R:3:nbo_charge:R:1 method="wB97M-V/def2-TZVPD" smiles="[H]/P=C1/C=CC[C@@H]1P" total_charge=0
C 0.16345 1.83281 -0.89688 2.2438 -1.8623 0.6996 -0.27
C 1.25251 1.00239 -0.92989 1.1024 -0.4089 1.1924 -0.13
C -0.79450 1.29807 0.04982 -1.9636 0.8199 0.0875 -0.36
C 1.00860 -0.17434 0.01670 3.1379 -1.7134 0.0159 -0.47
C -0.37839 0.00855 0.65363 0.7159 -1.0323 -1.3673 -0.50
P -2.30347 2.00875 0.30511 0.0848 0.2348 0.0668 0.35
P -1.64471 -1.42106 0.30280 -0.5378 1.8710 2.0117 0.33
H 0.04907 2.79137 -1.31964 -0.1079 0.7591 -0.7286 0.23
H 2.36276 0.98214 -1.31586 -2.6877 0.7873 0.0851 0.23
H 1.21996 -1.10660 -0.55514 -1.1591 0.2171 -0.2076 0.23
H 1.95377 -0.44540 0.69665 -1.9709 1.5384 -0.5088 0.23
H -0.32773 -0.01560 1.74690 -0.1552 0.2823 -0.2222 0.26
H -2.75715 1.03625 1.24226 -0.0111 0.1509 -0.0312 -0.05
H -0.75077 -2.16239 1.01695 0.3820 -1.4073 0.5534 -0.04
H -1.34404 -1.98286 -0.88336 0.9264 -0.2364 -1.6468 -0.04

What are the E_tot values for these records? In order: -29030.500, -29030.907, -23889.022 eV.
What are the maximum force values for these records? In order: 4.379, 2.430, 3.575 eV/Å.